{
  "formula": "C69H165N11O16",
  "method": "wB97M-V/def2-TZVPD",
  "homo_energy_ha": [-0.317, -0.317],
  "max_force_ha_per_bohr": 0.0727,
  "s_squared": 0.75,
  "lumo_energy_ev": [-2.82, -6.87],
  "multiplicity": 2,
  "charge": 1,
  "gap_ev": [5.818, 1.766],
  "species": ["C", "C", "C", "O", "C", "N", "H", "H", "H", "H", "H", "H", "H", "H", "H", "H", "H", "C", "C", "C", "O", "C", "N", "H", "H", "H", "H", "H", "H", "H", "H", "H", "H", "H", "C", "C", "C", "O", "C", "N", "H", "H", "H", "H", "H", "H", "H", "H", "H", "H", "H", "C", "O", "C", "C", "N", "C", "C", "O", "C", "H", "H", "H", "H", "H", "H", "H", "H", "H", "H", "H", "H", "H", "H", "H", "C", "O", "C", "C", "N", "C", "C", "O", "C", "H", "H", "H", "H", "H", "H", "H", "H", "H", "H", "H", "H", "H", "H", "H", "C", "O", "C", "C", "N", "C", "C", "O", "C", "H", "H", "H", "H", "H", "H", "H", "H", "H", "H", "H", "H", "H", "H", "H", "C", "O", "C", "C", "N", "C", "C", "O", "C", "H", "H", "H", "H", "H", "H", "H", "H", "H", "H", "H", "H", "H", "H", "H", "C", "O", "C", "C", "N", "C", "C", "O", "C", "H", "H", "H", "H", "H", "H", "H", "H", "H", "H", "H", "H", "H", "H", "H", "C", "C", "C", "C", "C", "C", "N", "O", "C", "C", "C", "H", "H", "H", "H", "H", "H", "H", "H", "H", "H", "H", "H", "H", "H", "H", "H", "H", "H", "H", "C", "C", "C", "C", "C", "C", "N", "O", "C", "C", "C", "H", "H", "H", "H", "H", "H", "H", "H", "H", "H", "H", "H", "H", "H", "H", "H", "H", "H", "H", "C", "C", "C", "C", "C", "C", "N", "O", "C", "C", "C", "H", "H", "H", "H", "H", "H", "H", "H", "H", "H", "H", "H", "H", "H", "H", "H", "H", "H", "H"],
  "coordinates": [[1.27894, -3.87029, 2.32956], [1.79160, -2.47336, 2.73607], [3.01456, -2.61316, 3.57894], [2.58566, -3.25458, 4.76542], [3.61635, -3.23146, 5.75041], [2.11059, -1.84994, 1.48154], [0.61154, -3.83703, 1.46843], [0.76941, -4.33012, 3.17634], [2.15236, -4.46249, 2.05654], [0.98362, -1.95949, 3.25683], [3.47195, -1.64082, 3.76182], [3.76719, -3.17963, 3.03053], [4.60082, -2.93353, 5.38966], [3.69735, -4.24406, 6.14561], [3.37755, -2.56741, 6.58114], [1.31261, -1.88061, 0.86318], [2.23157, -0.86425, 1.66565], [4.35033, -3.76815, -1.06508], [4.28356, -2.35306, -1.52230], [2.77808, -2.01208, -2.02473], [2.65404, -0.64692, -2.28545], [1.36138, -0.18018, -2.74859], [4.47234, -1.72072, -0.25264], [3.57798, -4.05682, -0.35216], [5.29702, -4.03480, -0.59522], [4.24202, -4.49955, -1.86597], [4.96405, -1.98006, -2.28774], [2.04422, -2.12320, -1.22649], [2.47611, -2.44814, -2.97697], [1.30798, -0.49487, -3.79080], [1.26519, 0.89413, -2.59139], [0.45711, -0.58080, -2.29044], [3.84536, -1.99135, 0.49148], [4.16732, -0.79148, -0.50476], [-3.32958, 4.22993, 0.44154], [-3.68554, 4.19476, -1.03924], [-5.07448, 3.47304, -1.30237], [-5.07690, 2.14921, -0.71493], [-4.17113, 1.19579, -1.20554], [-3.82851, 5.56859, -1.45907], [-2.35901, 4.69649, 0.61006], [-3.25314, 3.23410, 0.87811], [-4.09273, 4.63923, 1.10347], [-2.96693, 3.66953, -1.66838], [-5.19913, 3.31307, -2.37334], [-5.93721, 4.04135, -0.95478], [-4.41624, 0.99421, -2.24833], [-4.25551, 0.26747, -0.64056], [-3.13804, 1.54239, -1.23155], [-4.09564, 6.23268, -0.74653], [-2.89819, 5.89907, -1.67210], [7.04802, 8.05849, 2.19252], [6.55617, 6.79046, 2.48520], [5.16504, 6.65728, 2.21776], [4.94221, 5.14744, 1.98248], [5.23592, 4.28857, 3.14954], [4.24439, 4.30048, 4.21653], [4.77208, 3.42167, 5.38408], [5.74637, 4.18122, 6.16311], [6.45643, 3.50905, 7.13953], [6.74076, 8.96214, 2.71893], [6.89577, 8.39684, 1.16760], [8.07773, 7.86818, 2.49515], [4.89446, 7.33514, 1.40820], [4.77432, 7.05454, 3.15458], [5.72142, 4.89894, 1.26193], [3.91401, 4.93534, 1.68936], [6.00049, 4.70861, 3.65856], [3.38913, 3.77105, 3.79660], [4.01159, 5.34593, 4.41890], [5.17686, 2.48307, 5.00555], [3.95249, 3.12268, 6.03751], [7.03634, 2.73165, 6.64210], [5.76887, 3.02295, 7.83168], [7.12647, 4.21355, 7.63232], [-2.04759, 0.51561, 5.65061], [-1.48376, -0.79276, 5.72762], [-0.12495, -0.71816, 6.31191], [0.47620, -2.07644, 6.58513], [-0.34027, -2.72571, 7.56039], [0.06361, -4.09453, 7.72872], [-0.25367, -5.10875, 6.61993], [-0.46584, -6.36494, 7.27639], [-1.81464, -6.78375, 7.55594], [-2.06402, 0.94455, 6.65253], [-3.08352, 0.64856, 5.33871], [-1.40350, 1.18562, 5.08112], [-0.04799, -0.08086, 7.19285], [0.39103, -0.14339, 5.54284], [1.44411, -1.88045, 7.04644], [0.51865, -2.62057, 5.64161], [-1.29814, -2.61971, 7.25817], [-0.40862, -4.35543, 8.67584], [1.10584, -4.16060, 8.04093], [0.53884, -5.09475, 5.87171], [-1.15235, -4.76229, 6.10960], [-1.85946, -7.84354, 7.80677], [-2.33305, -6.71555, 6.59954], [-2.21002, -6.21830, 8.39976], [0.75525, 6.39858, -1.44206], [0.05365, 6.60910, -0.21504], [0.57114, 7.63477, 0.59351], [-0.22119, 7.47121, 1.94271], [-1.66535, 7.47963, 1.89298], [-2.27683, 8.79771, 1.67905], [-3.80992, 8.74008, 1.56842], [-4.23426, 8.01748, 0.40945], [-5.49366, 8.41108, -0.11241], [0.73884, 7.28526, -2.07580], [0.18411, 5.59128, -1.90052], [1.74629, 5.99427, -1.23602], [0.42157, 8.61137, 0.13308], [1.63898, 7.44037, 0.69358], [0.20165, 8.22234, 2.60987], [0.07375, 6.48909, 2.31221], [-1.93140, 6.94767, 1.07668], [-1.93663, 9.19991, 0.72480], [-1.97205, 9.54844, 2.40817], [-4.24026, 9.74120, 1.54238], [-4.23213, 8.24556, 2.44323], [-5.70705, 9.47682, -0.19451], [-6.29719, 8.03847, 0.52290], [-5.73101, 7.95089, -1.07156], [3.12838, 2.65978, -1.10844], [1.76660, 2.47363, -0.75807], [1.39963, 3.28414, 0.36477], [-0.09634, 3.17678, 0.51603], [-0.62360, 1.79528, 0.50213], [-0.44407, 1.09504, 1.82509], [-1.06016, -0.29872, 1.74037], [-0.43891, -1.02745, 0.70064], [-1.14292, -2.13359, 0.13834], [3.69616, 2.29214, -0.25372], [3.20839, 3.72297, -1.33498], [3.48488, 2.08410, -1.96260], [1.81472, 4.28442, 0.24137], [1.82945, 2.92512, 1.29989], [-0.54588, 3.71438, -0.31882], [-0.51832, 3.67359, 1.38965], [-0.05188, 1.28326, -0.15444], [-0.95270, 1.67688, 2.59376], [0.60206, 0.97435, 2.10644], [-2.11297, -0.23541, 1.46531], [-0.97237, -0.74877, 2.72924], [-2.11040, -1.75321, -0.18941], [-1.40915, -2.94288, 0.81824], [-0.65589, -2.60829, -0.71345], [-4.45216, -8.63165, -0.99264], [-5.03666, -7.29885, -1.09780], [-5.88670, -6.84908, -0.01081], [-6.68579, -5.60418, -0.59532], [-5.79275, -4.45619, -0.79174], [-6.37072, -3.39377, -1.51253], [-5.29288, -2.31440, -1.77307], [-4.39807, -2.77528, -2.70337], [-3.44988, -1.80105, -3.14403], [-3.96815, -8.82650, -0.03562], [-3.60842, -8.74865, -1.67270], [-5.22501, -9.38528, -1.14375], [-5.22482, -6.60268, 0.81942], [-6.61701, -7.58563, 0.32425], [-7.38803, -5.33890, 0.19499], [-7.26295, -5.86276, -1.48308], [-5.07761, -4.80639, -1.41306], [-7.17912, -2.99048, -0.90264], [-6.80231, -3.60972, -2.48986], [-4.81033, -1.94557, -0.86796], [-5.71109, -1.44521, -2.28070], [-2.63853, -2.23447, -3.72881], [-2.93437, -1.22560, -2.37512], [-3.88229, -1.03476, -3.78740], [5.33187, 2.22797, -7.98935], [4.88210, 3.48179, -7.16385], [4.64450, 2.98290, -5.70208], [5.92284, 2.71418, -4.90602], [6.54613, 4.18693, -4.73003], [6.92382, 4.72272, -6.16768], [5.83953, 4.61081, -7.16828], [5.95295, 5.25031, -8.42472], [7.19692, 6.26902, -5.96778], [8.14917, 3.95580, -6.53019], [3.51634, 3.94736, -7.65602], [4.54415, 1.47460, -7.99454], [6.22279, 1.70851, -7.63650], [5.48010, 2.40910, -9.05391], [3.97315, 3.62161, -5.12810], [4.24984, 1.97497, -5.83027], [6.57047, 1.93313, -5.30430], [5.68337, 2.33530, -3.91243], [7.46818, 4.21092, -4.14920], [5.74384, 4.68532, -4.18596], [7.92714, 6.76349, -6.60839], [6.23955, 6.76972, -6.11217], [7.62692, 6.48708, -4.99020], [8.48593, 4.31829, -7.50143], [8.97965, 4.01395, -5.82661], [7.93698, 2.89005, -6.61526], [2.81232, 3.13844, -7.46080], [3.29208, 4.08553, -8.71372], [3.23206, 4.89846, -7.20582], [5.55201, 6.11436, -8.30532], [-1.17033, -6.42873, -7.93478], [0.14052, -6.19230, -7.11080], [0.87367, -4.77862, -7.40246], [0.07508, -3.51944, -6.81799], [-0.03518, -3.74238, -5.29177], [-0.67507, -5.11707, -4.89253], [-0.04890, -6.21346, -5.60260], [-0.42455, -7.45293, -5.13153], [-0.35151, -5.22646, -3.35458], [-2.20086, -5.13077, -5.04510], [1.17707, -7.26945, -7.52274], [-1.85051, -7.14786, -7.47838], [-0.87919, -6.61183, -8.96909], [-1.61996, -5.43582, -7.94372], [1.86887, -4.74954, -6.95878], [0.93035, -4.69903, -8.48806], [-0.91621, -3.43199, -7.26274], [0.57133, -2.56394, -6.98787], [-0.69847, -2.93466, -4.98237], [0.94543, -3.61491, -4.83325], [0.71282, -5.43345, -3.24301], [-0.46427, -4.33947, -2.73117], [-0.84000, -6.02227, -2.79230], [-2.70783, -5.26287, -6.00094], [-2.71438, -5.95884, -4.55654], [-2.58713, -4.16221, -4.72759], [2.07126, -7.01029, -6.95584], [1.41011, -7.12864, -8.57819], [0.90668, -8.31216, -7.35618], [0.21996, -7.70881, -4.46765], [-2.75742, -4.32093, 3.18160], [-4.04693, -3.84745, 3.93970], [-3.52192, -2.62445, 4.76521], [-4.70311, -1.71822, 5.36205], [-5.42795, -1.12845, 4.12412], [-6.02774, -2.25479, 3.17559], [-5.03832, -3.35131, 2.94430], [-5.58110, -4.37062, 2.15162], [-7.26201, -2.87032, 3.84070], [-6.43011, -1.59600, 1.80427], [-4.42823, -4.93002, 4.95439], [-2.04282, -4.91352, 3.75283], [-2.09657, -3.53885, 2.80780], [-3.01824, -5.04619, 2.41083], [-2.74557, -2.83882, 5.49966], [-3.05390, -1.96350, 4.03569], [-4.23169, -0.89312, 5.89598], [-5.37180, -2.25008, 6.03886], [-4.74282, -0.49375, 3.56212], [-6.33982, -0.62562, 4.44626], [-7.73698, -3.44446, 3.04517], [-7.12870, -3.52599, 4.70118], [-7.93370, -2.05494, 4.10918], [-6.98297, -0.66313, 1.91475], [-5.53758, -1.20141, 1.31869], [-6.99260, -2.26013, 1.14804], [-3.63831, -5.19909, 5.65563], [-4.72912, -5.84875, 4.45090], [-5.29064, -4.52868, 5.48661], [-5.47628, -3.92261, 1.30906]],
  "atomic_forces_ev_per_a": [[0.2, 0.1, 0.8], [-1.2, -1.5, -1.3], [-0.5, 0.2, 0.2], [1.4, 0.5, 0.1], [-0.2, -0.7, 0.4], [0.8, 0.8, 0.0], [-0.1, 0.1, 0.1], [0.0, -0.2, -0.1], [-0.1, -0.2, 0.0], [0.0, 0.2, 0.4], [0.0, 0.3, 0.3], [0.1, -0.4, 0.0], [-0.1, 0.0, -0.4], [0.1, 0.0, 0.1], [-0.2, 0.1, 0.0], [0.0, 0.0, 0.1], [0.2, 0.4, -0.3], [0.4, -2.7, -1.5], [-3.3, -0.6, 1.1], [0.5, 0.0, -0.1], [-0.2, 2.8, 0.1], [0.9, -0.7, -0.2], [1.2, 3.1, -0.6], [-0.2, 0.6, 0.1], [0.1, 0.4, 0.0], [-0.1, -0.1, -0.3], [0.3, -0.3, 0.1], [0.1, -1.4, 0.2], [0.1, -1.2, 0.1], [-0.2, 0.4, -0.4], [0.5, 0.0, -0.3], [0.3, -0.6, 0.7], [-0.4, -0.6, -0.2], [0.3, 1.0, 0.9], [0.3, -1.7, 0.6], [-2.4, 0.2, 1.2], [1.9, -1.3, 0.0], [-0.7, 0.7, 1.0], [-0.1, 0.7, -1.0], [0.7, 0.8, -1.7], [-0.2, 0.3, 0.0], [0.3, -0.4, -0.2], [-0.2, 0.7, -0.5], [0.3, 0.2, 0.2], [0.0, 0.4, -0.3], [0.2, -0.2, 0.4], [-0.1, -0.3, -0.3], [-0.1, 0.2, 0.2], [0.2, 0.0, 0.5], [-0.4, -0.4, 0.6], [0.2, 0.2, -0.4], [1.6, 0.2, 0.3], [-0.7, 0.0, -0.6], [0.6, -0.3, 1.3], [0.3, 0.5, 1.1], [0.6, 0.5, 0.1], [0.2, -1.2, -0.5], [0.2, 1.4, 0.8], [-1.4, 0.8, -1.9], [0.0, -0.9, -0.3], [-0.8, -0.4, 1.0], [0.3, -0.6, -0.6], [0.4, 0.9, -0.7], [-0.3, -0.3, -0.4], [-1.2, -0.2, -0.1], [-0.5, -0.2, -0.5], [0.1, 0.0, -0.5], [1.0, 0.0, -0.5], [-0.5, 0.2, 0.3], [-0.4, -0.2, 0.9], [0.4, 0.1, -0.3], [-0.2, 0.2, 0.2], [0.4, -0.3, 0.3], [0.1, 0.0, 0.5], [-0.2, -0.1, 0.1], [0.8, 0.5, 1.1], [0.3, 0.2, 0.8], [-0.7, 1.0, -1.5], [-1.0, 1.3, -0.5], [0.4, 0.2, -0.1], [-0.5, -0.2, 1.4], [-0.9, 0.4, 1.4], [0.6, -0.8, -0.5], [1.0, 0.5, -0.9], [0.1, 0.1, 0.3], [0.2, -1.0, -0.6], [0.1, 0.0, -0.4], [-0.7, -0.1, 0.4], [0.8, -0.2, -0.1], [0.3, -0.2, -0.4], [0.5, -0.1, 0.0], [-0.3, -0.4, 0.2], [-0.5, -0.8, -0.2], [0.3, 0.3, -0.5], [0.1, -0.8, 0.1], [-0.4, -0.1, -0.1], [0.6, 0.0, 0.2], [-0.7, 0.4, 0.3], [-0.4, 0.2, -0.3], [-1.2, -0.6, 0.9], [0.0, -0.2, -1.0], [-1.1, -0.6, 0.6], [1.4, 0.1, -0.6], [-0.3, 0.8, 0.0], [-0.3, 0.0, -1.0], [0.0, -0.3, 0.3], [0.3, 0.6, -0.7], [-1.1, -0.5, 0.5], [0.3, 0.1, 0.0], [0.1, 0.1, -0.4], [0.4, 0.4, -0.1], [0.0, 0.2, -0.1], [0.3, 0.3, 0.5], [-0.4, 0.1, 0.4], [0.1, 0.0, 0.2], [-0.2, -0.5, 0.0], [0.1, 0.3, -0.4], [-0.1, -0.3, 0.4], [0.2, 0.2, -0.1], [0.0, -0.1, 0.2], [0.7, 0.3, 0.0], [-0.1, -0.1, 0.4], [0.8, -0.1, -0.1], [-0.5, 0.0, 0.7], [-0.3, -0.1, -0.2], [0.3, -0.7, 0.3], [-1.0, 0.0, -0.7], [0.7, 0.1, 1.3], [-0.5, 0.0, -1.6], [-0.6, 0.4, -0.3], [0.9, -0.7, -0.5], [-1.4, 0.5, 0.4], [0.6, 0.6, 0.0], [0.8, 0.2, 0.2], [-0.8, -0.3, -0.1], [-0.4, 0.4, -0.1], [0.6, -0.5, 0.0], [-0.1, -0.1, -0.2], [0.5, 0.1, 0.2], [-0.1, -0.2, -0.3], [0.0, -0.1, 0.1], [0.3, 0.1, 0.1], [-0.3, 0.3, 0.3], [0.0, -0.5, 0.1], [-0.2, 0.0, -0.4], [0.4, 0.1, 0.5], [0.5, 0.6, 0.0], [-0.4, 1.0, 0.6], [0.3, -1.0, 0.2], [0.1, 0.8, -1.8], [0.9, -0.7, 1.9], [0.6, -1.8, -0.2], [0.0, 2.3, -0.1], [-1.6, 1.0, 0.0], [2.7, -0.8, -1.2], [0.0, 0.1, -0.2], [-0.3, 0.3, 0.5], [-0.5, 0.3, -0.6], [0.1, -0.1, -0.2], [-0.3, 0.4, 0.2], [0.0, -0.3, -0.2], [-0.3, 0.1, 0.0], [0.1, -0.3, -0.2], [0.7, -0.2, 0.2], [-0.1, 0.4, -0.1], [-0.1, -0.5, -0.3], [0.1, -0.3, 0.4], [-0.9, 0.4, 0.5], [-0.3, -0.6, 0.1], [-0.2, -0.2, 0.7], [-0.6, 0.0, -0.1], [0.5, 0.1, -0.8], [-0.7, -0.8, 0.3], [1.2, -1.3, -0.1], [0.5, 2.1, 0.8], [-1.0, -2.5, -1.1], [0.1, 2.7, 2.6], [0.2, -1.3, -1.3], [0.3, -1.5, 2.2], [0.1, -0.3, -0.6], [0.8, -0.9, -1.9], [-0.7, 0.3, -0.8], [-0.3, 0.3, 0.4], [0.0, 0.4, 0.3], [0.1, 0.5, 0.1], [-0.1, 0.0, -0.2], [-0.9, 0.3, 0.0], [0.1, 0.4, -0.4], [-0.3, 0.1, 0.0], [-0.1, 0.1, -0.1], [0.3, 0.7, -0.3], [-0.1, -0.5, -0.7], [0.1, 0.3, 0.5], [-0.5, -0.4, 0.3], [0.3, -0.2, -0.1], [-0.4, 0.6, 0.2], [0.0, 0.1, -0.2], [-0.1, 0.2, 0.8], [1.1, 0.1, -0.4], [-0.3, -0.3, 0.5], [-0.1, 0.8, 0.0], [1.1, 1.9, 0.6], [0.4, 0.1, 1.0], [-2.3, 0.4, 0.1], [0.8, -2.1, 0.3], [-0.9, -0.2, -1.4], [-0.6, 0.5, 0.9], [2.4, 1.0, -1.4], [-1.2, -0.9, 0.0], [0.7, -0.7, 0.0], [-1.2, 0.5, -0.2], [0.1, 0.9, 0.6], [0.3, -0.1, -0.2], [-0.3, -0.5, 0.1], [-0.7, -0.2, -0.1], [0.0, -0.4, -0.1], [0.3, 0.0, -0.1], [-0.1, -0.2, 0.0], [0.3, -0.1, -0.2], [0.0, -0.1, 0.7], [0.0, -0.1, 0.1], [0.3, -0.1, -0.2], [-0.5, 0.5, -0.6], [-0.4, -0.1, -0.4], [1.0, 0.3, -0.8], [0.4, 0.2, 0.9], [-0.3, -0.2, 0.6], [0.2, -0.4, 0.0], [-0.1, -0.1, -0.1], [-0.3, 0.2, 0.1], [0.3, 0.1, 0.0], [-0.2, -0.9, -0.2], [2.3, 0.9, 0.5], [-2.1, 1.2, -0.3], [1.3, -0.5, -1.6], [-0.7, -1.9, 0.1], [0.7, -0.3, 1.0], [1.5, 1.3, 0.9], [-0.2, 0.0, 0.3], [-0.7, 0.5, -0.8], [0.7, 0.1, 0.9], [-1.3, 0.0, -0.7], [-0.3, 0.0, 0.9], [-0.6, 0.4, -0.4], [-0.2, 0.3, -0.5], [-0.3, -0.5, -0.1], [0.2, 0.1, 0.0], [-0.2, -0.2, 0.3], [0.0, 0.0, -0.1], [-0.1, 0.2, 0.0], [0.3, 0.7, -0.1], [-0.3, -0.2, 0.3], [0.4, 0.2, -0.1], [-0.3, -0.1, 0.1], [-0.5, -0.2, 0.5], [0.3, -0.5, -0.2], [0.1, 0.0, 0.1], [0.1, 0.4, -0.1], [-0.1, -0.1, 0.0], [0.0, -0.4, 0.4], [-0.1, -0.8, -1.1]],
  "mulliken_spin": [0.000, 0.000, 0.000, 0.000, 0.000, 0.000, 0.000, 0.000, 0.000, 0.000, 0.000, 0.000, 0.000, 0.000, 0.000, 0.000, 0.000, 0.000, 0.000, 0.000, 0.000, 0.000, 0.000, 0.000, 0.000, 0.000, 0.000, 0.000, 0.000, 0.000, 0.000, 0.000, 0.000, 0.000, 0.000, 0.000, 0.000, 0.000, 0.000, 0.000, 0.000, 0.000, 0.000, 0.000, 0.000, 0.000, 0.000, 0.000, 0.000, 0.000, 0.000, 0.000, 0.000, 0.000, 0.000, 0.000, 0.000, 0.000, 0.000, 0.000, 0.000, 0.000, 0.000, 0.000, 0.000, 0.000, 0.000, 0.000, 0.000, 0.000, 0.000, 0.000, 0.000, 0.000, 0.000, 0.000, 0.000, 0.000, 0.000, 0.000, 0.000, 0.000, 0.000, 0.000, 0.000, 0.000, 0.000, 0.000, 0.000, 0.000, 0.000, 0.000, 0.000, 0.000, 0.000, 0.000, 0.000, 0.000, 0.000, 0.000, 0.000, 0.000, 0.000, 0.000, 0.000, 0.000, 0.000, 0.000, 0.000, 0.000, 0.000, 0.000, 0.000, 0.000, 0.000, 0.000, 0.000, 0.000, 0.000, 0.000, 0.000, 0.000, 0.000, 0.000, 0.000, 0.000, 0.000, 0.000, 0.000, 0.000, 0.000, 0.000, 0.000, 0.000, 0.000, 0.000, 0.000, 0.000, 0.000, 0.000, 0.000, 0.000, 0.000, 0.000, 0.000, 0.000, 0.000, 0.000, 0.000, 0.000, 0.000, 0.000, 0.000, 0.000, 0.000, 0.000, 0.000, 0.000, 0.000, 0.000, 0.000, 0.000, 0.000, 0.000, 0.000, 0.000, 0.000, 0.000, 0.000, 0.000, 0.000, 0.081, -0.019, 0.018, -0.009, 0.018, -0.014, 0.739, 0.052, 0.019, 0.076, 0.033, 0.003, -0.001, -0.003, -0.001, -0.001, 0.001, 0.002, -0.002, -0.003, -0.001, -0.001, 0.002, -0.005, 0.007, -0.003, 0.001, 0.000, -0.004, 0.016, 0.000, 0.000, 0.000, 0.000, 0.000, 0.000, 0.000, 0.000, 0.000, 0.000, 0.000, 0.000, 0.000, 0.000, 0.000, 0.000, 0.000, 0.000, 0.000, 0.000, 0.000, 0.000, 0.000, 0.000, 0.000, 0.000, 0.000, 0.000, 0.000, 0.000, 0.000, 0.000, 0.000, 0.000, 0.000, 0.000, 0.000, 0.000, 0.000, 0.000, 0.000, 0.000, 0.000, 0.000, 0.000, 0.000, 0.000, 0.000, 0.000, 0.000, 0.000, 0.000, 0.000, 0.000, 0.000, 0.000, 0.000, 0.000, 0.000, 0.000]
}